Version w
The following is a quantum chemistry calculation of one molecule with the formula CN2O2S, from the Open Molecules 2025 dataset.

ORCA input file:
```
! wB97M-V def2-TZVPD RIJCOSX def2/J DEFGRID3
* xyz 0 1
C 0.157 -0.270 -0.095
N -0.765 1.591 0.629
N -0.607 0.825 1.600
O -0.209 0.956 -0.439
O 0.003 -0.268 1.188
S 0.644 -1.300 -1.314
*
```

The SMILES is S=c1onno1. Its LUMO energy is -0.142 eV. The frontier orbital gap comes out at 9.53 eV.



Version x
The following is a quantum chemistry calculation of a 2-piece molecular cluster, CN2O2S overall, from the Open Molecules 2025 dataset.

ORCA input file:
```
! wB97M-V def2-TZVPD RIJCOSX def2/J DEFGRID3
* xyz 0 1
C 1.583 0.022 0.048
N 1.465 -1.133 -0.250
N -1.033 0.513 -0.477
O 1.751 1.131 0.362
O -3.130 -0.675 0.474
S -2.454 0.448 -0.138
*
```

Its LUMO energy (spin up / spin down) is -3.373 / -3.415 eV. The frontier orbital gap (spin up / spin down) comes out at 8.36 / 7.78 eV.



Question: which arrangement is favored energetically? Ranking from most to least stable: version w, version x.



Version w
The following is a quantum chemistry calculation of a 2-piece molecular cluster, C5H7N2 overall, from the Open Molecules 2025 dataset.

ORCA input file:
```
! wB97M-V def2-TZVPD RIJCOSX def2/J DEFGRID3
* xyz 1 1
C 2.394 -1.338 0.770
C 1.622 -0.492 0.154
C 1.119 1.896 -0.451
C 0.178 -0.432 -0.260
C -0.854 -0.998 -1.022
N 0.917 0.651 -0.218
N -1.271 0.112 1.782
H 0.245 2.556 -0.585
H 2.087 2.292 -0.364
H -1.719 -0.234 -0.947
H -1.208 -2.073 -0.706
H -0.416 -1.212 -2.111
H -0.938 -0.304 2.568
H -2.155 -0.425 1.391
*
```

Its LUMO energy (spin up / spin down) is -5.946 / -6.696 eV. The frontier orbital gap (spin up / spin down) comes out at 7.60 / 8.59 eV.



Version x
The following is a quantum chemistry calculation of an isolated ion of composition C5H7N2 and charge +1, from the Open Molecules 2025 dataset.

ORCA input file:
```
! wB97M-V def2-TZVPD RIJCOSX def2/J DEFGRID3
* xyz 1 1
C 0.225 -0.005 0.154
C 2.913 -2.045 0.713
C 3.599 -1.539 -0.303
C -1.520 -0.429 -1.367
C -1.124 0.296 -0.128
N 1.285 -0.473 0.271
N 2.482 -0.682 0.739
H 2.754 -2.934 1.434
H 4.209 -1.145 -0.990
H -0.950 -1.338 -1.485
H -1.328 0.065 -2.278
H -2.645 -0.421 -1.258
H -1.745 0.044 0.762
H -0.993 1.375 -0.189
*
```

The SMILES is CCC#[N+]N1C=C1. Its LUMO energy is -4.064 eV. The frontier orbital gap comes out at 10.32 eV.



Version y
The following is a quantum chemistry calculation of an isolated ion of composition C5H7N2 and charge +1, from the Open Molecules 2025 dataset.

ORCA input file:
```
! wB97M-V def2-TZVPD RIJCOSX def2/J DEFGRID3
* xyz 1 1
C -1.723 -0.064 -0.388
C 1.481 -1.351 0.637
C -0.342 -0.317 -0.039
C 1.916 -0.106 -0.035
C 0.689 0.525 -0.657
N 0.172 -1.460 0.417
N -2.733 -0.591 0.096
H -1.637 0.511 -1.232
H 2.104 0.417 0.948
H 2.888 -0.123 -0.478
H 0.730 0.445 -1.774
H 0.428 1.549 -0.486
H -0.312 -2.279 0.727
H -3.663 -0.566 -0.341
*
```

Its LUMO energy (spin up / spin down) is -6.962 / -6.961 eV. The frontier orbital gap (spin up / spin down) comes out at 6.82 / 6.82 eV.



Question: which arrangement is favored energetically? Ranking from most to least stable: version y, version x, version w.



Version w
The following is a quantum chemistry calculation of an isolated ion of composition C5H7N2 and charge +1, from the Open Molecules 2025 dataset.

ORCA input file:
```
! wB97M-V def2-TZVPD RIJCOSX def2/J DEFGRID3
* xyz 1 1
C 1.746 -0.801 0.275
C 0.792 -1.279 -0.683
C 1.567 0.287 0.954
C -0.512 1.564 0.599
C -0.517 -1.168 -0.547
N 0.460 1.005 0.892
N -1.520 2.297 0.314
H 2.645 -1.253 0.398
H 1.207 -1.863 -1.466
H 2.190 0.558 1.748
H -1.117 -1.599 -1.262
H -0.903 -0.779 0.342
H -2.305 2.690 0.817
H -1.452 2.751 -0.579
*
```

The SMILES is C=C/C=C\[N+]#CN. Its LUMO energy is -4.689 eV. The frontier orbital gap comes out at 8.95 eV.



Version x
The following is a quantum chemistry calculation of an isolated ion of composition C5H7N2 and charge +1, from the Open Molecules 2025 dataset.

ORCA input file:
```
! wB97M-V def2-TZVPD RIJCOSX def2/J DEFGRID3
* xyz 1 1
C 1.554 1.262 -0.070
C 0.259 1.242 0.437
C 2.058 0.027 -0.294
C -0.238 -0.865 0.125
C -2.047 0.907 -0.103
N -0.633 0.405 0.019
N 1.262 -1.160 0.241
H 3.104 -0.105 -0.604
H -0.930 -1.595 -0.201
H -2.660 0.239 -0.697
H -2.597 1.131 0.897
H -2.040 1.795 -0.713
H 1.485 -1.980 -0.305
H 1.425 -1.301 1.269
*
```

Its LUMO energy (spin up / spin down) is -5.314 / -5.532 eV. The frontier orbital gap (spin up / spin down) comes out at 7.76 / 7.61 eV.



Version y
The following is a quantum chemistry calculation of an isolated ion of composition C5H7N2 and charge +1, from the Open Molecules 2025 dataset.

ORCA input file:
```
! wB97M-V def2-TZVPD RIJCOSX def2/J DEFGRID3
* xyz 1 1
C -1.405 -0.176 0.411
C -0.239 -0.199 -0.372
C 0.811 -0.574 0.404
C 1.561 -0.185 1.603
C -0.314 0.293 -1.789
N -0.962 -0.384 1.658
N 0.265 -0.861 1.758
H -2.358 0.023 0.150
H 2.276 -0.922 2.019
H 1.692 0.816 1.704
H 0.644 0.470 -2.221
H -1.013 -0.453 -2.276
H -0.820 1.262 -1.636
H -1.615 -0.483 2.510
*
```

The SMILES is Cc1c[nH][n+]2c1C2. Its LUMO energy is -5.187 eV. The frontier orbital gap comes out at 9.77 eV.



Version z
The following is a quantum chemistry calculation of an isolated ion of composition C5H7N2 and charge +1, from the Open Molecules 2025 dataset.

ORCA input file:
```
! wB97M-V def2-TZVPD RIJCOSX def2/J DEFGRID3
* xyz 1 1
C -0.220 1.040 1.306
C 0.951 1.693 0.973
C -0.614 -0.280 1.011
C 0.317 -0.655 -1.332
C -0.322 -1.053 -0.071
N 2.874 0.658 -0.030
N 1.976 1.134 0.421
H -0.899 1.608 1.932
H 1.092 2.735 1.243
H 0.452 0.416 -1.446
H -0.280 -1.029 -2.165
H 1.285 -1.158 -1.425
H -0.697 -2.069 -0.057
H -1.311 -0.695 1.731
*
```

The SMILES is C/C=C\C=C/[N+]#N. Its LUMO energy (spin up / spin down) is -6.199 / -6.199 eV. The frontier orbital gap (spin up / spin down) comes out at 8.22 / 8.23 eV.



Question: which arrangement is favored energetically? Ranking from most to least stable: version z, version w, version y, version x.



Version w
The following is a quantum chemistry calculation of C5H7N2 as an isolated structure, from the Open Molecules 2025 dataset.

ORCA input file:
```
! wB97M-V def2-TZVPD RIJCOSX def2/J DEFGRID3
* xyz 1 1
C -2.246 0.196 0.070
C -1.220 -1.249 0.978
C -0.459 -0.475 -0.179
C 1.516 0.954 -0.831
C 0.733 0.305 0.371
N -2.409 -0.711 0.978
N -1.406 0.541 -0.737
H -1.026 -2.194 1.391
H -0.179 -1.125 -1.074
H 1.419 0.080 -1.552
H 2.639 1.182 -0.527
H 0.976 1.826 -0.984
H 0.396 1.091 1.167
H 1.264 -0.421 0.931
*
```

Its LUMO energy is -7.390 eV. The frontier orbital gap comes out at 9.10 eV.



Version x
The following is a quantum chemistry calculation of an isolated ion of composition C5H7N2 and charge +1, from the Open Molecules 2025 dataset.

ORCA input file:
```
! wB97M-V def2-TZVPD RIJCOSX def2/J DEFGRID3
* xyz 1 1
C 1.639 -0.174 -0.485
C 0.531 -0.179 -1.217
C -1.135 -0.327 1.743
C 1.679 -0.136 0.854
C -0.893 -0.129 -0.926
N -1.355 -0.161 0.462
N -2.299 0.356 1.439
H 2.693 -0.179 -1.048
H 0.718 -0.346 -2.317
H 0.864 -0.393 1.520
H 2.617 0.405 1.309
H -1.279 0.845 -1.356
H -1.354 -0.979 -1.516
H -2.426 1.398 1.536
*
```

Its LUMO energy (spin up / spin down) is -7.210 / -7.211 eV. The frontier orbital gap (spin up / spin down) comes out at 6.19 / 6.19 eV.



Version y
The following is a quantum chemistry calculation of C5H7N2 as an isolated structure, from the Open Molecules 2025 dataset.

ORCA input file:
```
! wB97M-V def2-TZVPD RIJCOSX def2/J DEFGRID3
* xyz 1 1
C 1.211 -0.896 2.592
C 1.849 0.070 1.910
C 1.556 -0.467 0.685
C -1.068 0.940 -0.391
C -0.987 0.567 -1.701
N 0.606 -1.913 1.965
N 0.934 -1.647 0.703
H 2.103 1.059 2.300
H 1.817 0.051 -0.275
H 0.274 -2.847 2.340
H -0.755 0.142 0.342
H -1.434 1.778 0.114
H -1.200 1.269 -2.477
H -0.722 -0.552 -2.014
*
```

Its LUMO energy (spin up / spin down) is -9.162 / -8.553 eV. The frontier orbital gap (spin up / spin down) comes out at 4.20 / 4.85 eV.



Question: which arrangement is favored energetically? Ranking from most to least stable: version w, version y, version x.